# C3H4N2O2

A molecular structure, C3H4N2O2 (ωB97M-V with the def2-TZVPD basis set, the OMol25 dataset).

The geometry in XYZ format:
```
11
Properties=species:S:1:pos:R:3:forces:R:3
N -0.519 0.175 1.218 0.0 -0.7 -1.8
N 0.775 0.679 1.058 0.6 0.5 0.5
C -0.890 -0.381 -0.449 -1.6 0.6 1.9
O -1.365 0.677 -1.144 0.4 -0.1 -0.2
C 1.493 0.105 0.118 -1.6 -0.4 -0.5
C 1.026 -0.649 -0.802 1.3 0.3 0.3
O -1.429 -1.458 -0.493 0.8 0.4 -0.2
H -0.804 1.452 -1.004 0.0 -0.1 0.1
H -0.447 -0.759 1.619 0.1 0.0 0.0
H 0.883 1.664 1.270 0.0 -0.3 0.0
H 1.277 -1.505 -1.390 -0.1 -0.2 -0.1
```
Forces are in eV/Å.

Values from the calculation:
frontier orbital gap	8.51	eV